Record 1
Here is a molecular structure, C42H106Cd2N6O23 in a non-equilibrium geometry from the OMol25 dataset. Energies are from wB97M-V/def2-TZVPD.

ORCA input file:
```
! wB97M-V def2-TZVPD RIJCOSX def2/J DEFGRID3
* xyz 2 1
Cd 6.11671 2.75602 16.13740
Cd 6.11973 5.29255 8.51007
C 6.27816 4.23954 12.43399
C 6.16654 4.79153 11.16857
C 6.52437 6.33953 11.00220
O 6.33104 6.80988 9.84767
C 7.02347 7.03064 12.09378
C 7.18270 6.39388 13.33514
C 6.71470 4.96612 13.52091
O 6.67216 4.42599 14.66403
O 7.70029 7.02362 14.29056
O 5.83234 4.12072 10.14345
H 6.09558 3.17473 12.44328
H 7.29832 8.07657 12.05166
O 6.30871 3.66258 7.05490
H 5.84056 2.89208 7.40265
H 6.90368 3.30347 6.38407
O 4.91871 9.25343 13.34188
H 4.78150 9.20976 12.38933
H 5.60676 8.60076 13.51856
O 7.03468 6.70547 17.31200
H 7.68147 7.38626 17.60125
H 7.24844 6.54479 16.37429
O 8.23536 4.70223 8.77424
H 8.46619 3.80337 9.03743
H 9.07766 5.10709 8.48620
O 5.84932 1.27779 10.32269
H 5.64720 1.06247 9.40784
H 5.96941 2.24263 10.33802
O 6.80818 6.64709 7.02839
H 6.66848 7.63009 7.12505
H 7.10953 6.54206 6.11768
O 6.56406 4.08607 17.61975
H 6.78204 3.81553 18.52114
H 6.62308 5.07825 17.62673
C 0.38509 4.68659 15.32473
O 1.46201 4.72907 16.24739
C 1.63326 3.52315 16.95352
C 3.13881 3.25396 17.16728
N 3.93938 3.05474 15.95419
C 3.60002 1.76392 15.23788
C 4.51669 1.45657 14.05208
O 5.90629 1.42826 14.44820
C 6.77737 0.66872 13.56762
H -0.60869 4.62940 15.77743
H 0.46549 3.84246 14.63576
H 0.33847 5.60465 14.73962
H 1.12949 2.69123 16.44801
H 1.07011 3.52526 17.89252
H 3.20130 2.39225 17.83883
H 3.64027 4.02526 17.75338
H 3.71013 3.78202 15.26333
H 2.57900 1.85306 14.85765
H 3.54490 0.95264 15.96583
H 4.29840 2.13361 13.22726
H 4.26002 0.43423 13.76902
H 6.34753 -0.29444 13.29832
H 7.70221 0.39665 14.07664
H 7.04997 1.29630 12.72344
C 9.95872 7.84187 19.03828
O 9.03299 8.36616 18.08945
C 8.72408 9.72359 18.36379
C 7.57751 10.16405 17.47859
N 8.13397 10.23475 16.10817
C 7.22576 10.88132 15.14962
C 7.88694 10.93674 13.78715
O 8.86830 11.93855 13.77667
C 9.70279 11.97311 12.63558
H 10.18721 6.79787 18.84034
H 9.51835 7.91532 20.03750
H 10.85395 8.46577 19.06998
H 9.59214 10.37120 18.20954
H 8.51429 9.86749 19.43141
H 7.15462 11.12329 17.77420
H 6.75608 9.43876 17.52233
H 8.10517 9.26736 15.79461
H 6.73684 11.80188 15.47050
H 6.33951 10.25217 14.98294
H 7.09031 11.20118 13.07867
H 8.24461 9.92297 13.56394
H 10.03977 13.00460 12.53822
H 9.03414 11.85856 11.77403
H 10.50589 11.23574 12.62448
C 2.59443 4.52571 12.70613
O 3.22404 4.93038 13.90819
C 3.56080 6.30140 14.02813
C 4.10637 6.77625 15.35827
N 2.98689 7.08908 16.26122
C 3.46950 7.02671 17.63285
C 2.29416 7.09299 18.62187
O 1.86723 8.43746 18.70311
C 1.22856 8.72725 19.91761
H 3.24319 4.75916 11.85112
H 1.63859 5.00875 12.50760
H 2.58795 3.43775 12.72070
H 2.77200 6.94782 13.62474
H 4.31729 6.40967 13.23112
H 4.72421 7.64449 15.14633
H 4.71469 5.92950 15.71185
H 2.32177 6.32166 16.16619
H 4.20741 7.77402 17.93631
H 4.07139 6.13049 17.86896
H 2.78960 6.84365 19.56832
H 1.57483 6.31415 18.35863
H 1.82797 8.57316 20.82112
H 0.28508 8.18868 20.05501
H 0.95221 9.78179 19.94419
C 4.96214 8.09437 4.61043
O 6.15888 8.74600 4.29418
C 6.33412 10.02995 4.87591
C 6.31037 10.11553 6.39450
N 7.36364 9.40627 7.16198
C 7.13370 9.60354 8.58375
C 7.69053 10.91863 9.16546
O 6.76177 11.95314 8.92468
C 7.18151 13.22893 9.36600
H 4.91687 7.52466 5.54848
H 4.79426 7.30552 3.87513
H 4.11790 8.79006 4.60580
H 5.52842 10.67389 4.51244
H 7.29461 10.38672 4.50492
H 5.35222 9.66002 6.66447
H 6.27284 11.14444 6.75470
H 8.34129 9.48693 6.92885
H 7.53458 8.78691 9.18389
H 6.08778 9.63120 8.89429
H 8.72040 11.16092 8.88312
H 7.70413 10.79682 10.25858
H 6.64831 14.04918 8.89398
H 8.26372 13.34147 9.25468
H 6.98368 13.25406 10.44480
C 12.24670 -0.02416 17.93707
O 12.19883 1.17636 17.18309
C 11.47818 2.21605 17.82354
C 11.35853 3.48060 16.96884
N 10.56703 3.11461 15.81144
C 10.25303 4.14946 14.82089
C 9.91963 3.53458 13.47527
O 11.04947 2.90184 12.91700
C 11.05210 2.93177 11.51314
H 12.84971 -0.79269 17.45334
H 11.25774 -0.48886 17.98099
H 12.70931 0.16178 18.90735
H 11.98942 2.49096 18.75180
H 10.46389 1.90748 18.09497
H 12.33577 3.81369 16.59563
H 10.97719 4.30055 17.57880
H 10.96303 2.30576 15.34951
H 11.09536 4.83293 14.67483
H 9.39365 4.68224 15.23527
H 9.39753 4.25497 12.84212
H 9.18685 2.76314 13.76037
H 10.31689 2.28431 11.02439
H 12.00191 2.62445 11.06920
H 10.99476 3.96526 11.15436
C 11.98272 5.57315 7.73006
O 10.86085 5.91121 8.53845
C 11.17401 6.94405 9.47362
C 9.94300 7.34573 10.28119
N 10.26652 8.49845 11.13139
C 10.91466 8.15568 12.41095
C 11.31455 9.49015 13.08198
O 12.00672 9.28996 14.29245
C 11.16656 9.22708 15.41723
H 12.61472 6.42264 7.46503
H 11.62835 5.17266 6.78070
H 12.56129 4.81903 8.26659
H 11.43290 7.83093 8.88747
H 12.05092 6.70493 10.07982
H 9.51002 6.58488 10.94819
H 9.08153 7.58498 9.65311
H 9.40487 8.82035 11.57132
H 11.81114 7.56558 12.20740
H 10.24193 7.56766 13.04160
H 10.43945 10.14764 13.13787
H 11.99620 10.01608 12.41298
H 10.27279 8.62059 15.24746
H 10.77983 10.20525 15.72352
H 11.75261 8.87989 16.26830
*
```

Values from the calculation:
frontier orbital gap: 6.193 eV
LUMO energy: -5.655 eV

Atom charges from the Mulliken analysis, given in e for atoms 1 to 6: atom 1 (Cd): -0.72, atom 2 (Cd): 1.13, atom 3 (C): 1.08, atom 4 (C): 0.96, atom 5 (C): 1.21, atom 6 (O): -1.83

***

Record 2
Here is C7H9P in the gas phase in a non-equilibrium geometry from the OMol25 dataset. Energies are from wB97M-V/def2-TZVPD.

ORCA input file:
```
! wB97M-V def2-TZVPD RIJCOSX def2/J DEFGRID3
* xyz 0 1
C -0.57971 -1.63695 -1.10155
C 0.26107 -2.80226 -1.16468
C -0.06637 -0.46468 -0.63742
C 1.26133 -0.25410 -0.28553
C -0.90742 0.74014 -0.32336
C 1.29663 0.95002 0.71718
C -0.19981 1.44487 0.85072
P 1.84681 -2.85637 -0.54288
H -1.64805 -1.72954 -1.51275
H -0.22690 -3.64526 -1.61119
H -0.92143 1.39621 -1.16302
H -1.88554 0.62398 0.02185
H 1.72008 0.78072 1.74385
H 1.99842 1.59419 0.22403
H -0.44556 2.46978 0.82229
H -0.44259 1.10770 1.75803
H 1.85651 -0.09149 -0.95428
*
```

Values from the calculation:
energy relative to the best compared isomer or geometry (same formula, charge and spin): 74.5 kcal/mol
frontier orbital gap (spin up / spin down): 7.052 / 7.051 eV
LUMO energy (spin up / spin down): -0.548 / -0.549 eV

Atom charges from the natural (NBO) analysis, given in e for atoms 1 to 6: atom 1 (C): -0.25, atom 2 (C): -0.62, atom 3 (C): 0.01, atom 4 (C): -0.20, atom 5 (C): -0.43, atom 6 (C): -0.43